Molecular formula: C19H41CsSbSi3
Method: DFT, ωB97M-V with the def2-TZVPD basis set

The largest force on an atom comes out at 1.66 eV/Å. The highest occupied orbital energy is -10.509 eV. Its net charge is +1. For the LUMO energy, the calculation gives -2.81 eV. As for the orbital gap: 7.70 eV.

Each line ends with the Löwdin charge.
CARTESIAN COORDINATES (ANGSTROEM)
H1 -1.501 0.593 -4.827  0.028
H2 -2.630 -3.301 1.233  0.019
H3 5.675 1.342 5.682  0.088
H4 -2.830 -2.156 -4.987  0.016
Cs1 1.947 0.183 -1.178  0.755
H5 6.041 0.106 0.571  0.099
C1 -1.730 -4.428 -1.862  -0.229
H6 -5.007 -2.217 -2.608  0.022
H7 -5.122 0.422 -2.414  0.023
Si1 -2.730 1.102 -2.699  0.266
H8 6.774 0.015 5.297  0.083
H9 -1.143 -2.483 1.715  0.026
C2 -4.670 -0.856 0.686  -0.204
Si2 -2.800 -0.863 0.769  0.267
Sb1 -1.638 -0.885 -1.513  0.724
H10 5.147 -0.853 3.632  0.135
H11 -5.062 -0.851 1.707  0.041
Si3 -2.617 -2.967 -2.633  0.268
C3 3.815 3.941 -0.092  -0.070
H12 -5.065 0.023 0.176  0.012
H13 4.497 -0.377 1.370  0.077
H14 -4.844 -3.916 -3.057  0.039
H15 -2.206 3.525 -2.526  0.039
C4 -2.511 0.901 -4.550  -0.226
C5 -2.213 -2.885 -4.462  -0.226
C6 -4.466 -3.139 -2.388  -0.216
H16 -4.695 1.723 -1.295  0.024
H17 3.046 -0.095 4.667  0.085
C7 5.065 0.192 3.954  -0.423
H18 -5.063 -1.740 0.186  0.016
H19 4.590 4.688 -0.267  0.090
H20 6.875 0.705 2.806  0.137
C8 4.501 1.507 0.406  -0.209
C9 5.725 0.312 5.328  -0.064
H21 -2.717 1.856 -5.042  0.038
C10 5.104 0.451 1.005  -0.044
H22 -3.208 0.167 -4.956  0.021
H23 -2.403 -3.862 -4.912  0.038
H24 3.414 3.649 -1.062  0.069
H25 3.124 0.561 3.025  0.069
H26 -0.728 2.572 -2.479  0.016
H27 4.942 4.313 2.219  0.108
C11 -1.762 2.611 -2.124  -0.235
C12 -2.230 -2.394 1.690  -0.228
C13 5.044 3.251 2.065  0.014
C14 4.383 2.773 0.649  -0.274
C15 -2.212 0.684 1.657  -0.228
H28 3.481 1.595 4.404  0.089
H29 3.022 4.421 0.484  0.086
H30 -1.122 0.726 1.728  0.020
H31 -1.885 -4.482 -0.784  0.014
H32 -4.707 -3.440 -1.368  0.022
H33 -2.609 0.706 2.675  0.038
H34 -2.101 -5.359 -2.298  0.039
C16 -4.546 1.342 -2.307  -0.218
H35 -2.589 -2.360 2.722  0.038
C17 3.594 0.583 4.012  -0.063
C18 5.840 1.015 2.936  -0.137
H36 -1.749 2.699 -1.036  0.015
H37 -2.553 1.590 1.152  0.020
H38 -1.166 -2.633 -4.641  0.028
C19 5.584 2.320 2.756  -0.014
H39 5.215 -0.325 6.052  0.084
H40 -4.961 2.081 -2.998  0.039
H41 -0.655 -4.380 -2.046  0.028


Molecular formula: C19H41F3HgN2O9
Method: DFT, ωB97M-V with the def2-TZVPD basis set

The largest force on an atom comes out at 4.53 eV/Å. The highest occupied orbital energy is -2.521 eV. Its net charge is -2. For the LUMO energy, the calculation gives 0.31 eV. As for the orbital gap: 2.83 eV.

Each line ends with the Löwdin charge.
CARTESIAN COORDINATES (ANGSTROEM)
H1 -1.543 -4.339 -6.588  0.053
C1 0.804 -0.529 3.658  -0.463
C2 2.843 3.065 -2.068  -0.434
H2 -3.376 -3.257 4.160  0.053
H3 6.012 4.436 0.958  0.050
H4 1.781 0.991 5.133  0.121
H5 1.804 -2.186 4.640  0.080
H6 -3.844 -2.063 2.834  0.051
C3 -1.658 -3.694 -4.474  -0.775
C4 -2.800 -3.939 2.239  -0.779
H7 2.594 -4.009 -4.158  0.069
C5 1.865 -1.560 3.750  -0.087
H8 -1.968 2.809 -0.172  0.083
H9 0.302 0.997 2.721  0.064
H10 -2.366 -2.824 -6.391  0.048
H11 -3.489 1.346 1.261  0.129
C6 -3.708 1.752 0.274  -0.437
H12 2.865 -1.127 3.771  0.072
H13 0.127 2.555 6.097  0.073
O1 -1.565 -2.645 -3.785  -0.097
H14 5.875 -3.752 -1.922  0.060
O2 -2.473 -5.086 2.372  -0.005
H15 -5.959 1.106 -2.068  0.081
F1 3.682 5.114 -3.189  0.062
H16 3.700 2.691 -2.627  0.123
H17 5.651 2.755 0.604  0.071
O3 -5.701 2.617 -0.712  -0.210
C7 -0.785 2.088 5.726  -0.088
O4 2.316 -3.916 -1.523  -0.148
C8 -1.555 -3.430 -5.988  -0.055
H18 5.207 3.998 -1.480  0.107
H19 -7.447 1.712 -1.266  0.088
H20 -4.028 -0.024 -0.584  0.074
H21 4.193 -4.196 -4.362  0.072
H22 3.597 -2.758 -2.524  0.132
F2 2.001 4.349 -3.936  0.185
C9 -3.761 -3.102 3.152  -0.037
H23 -6.367 2.604 -2.538  0.092
C10 0.878 0.405 4.964  -0.163
O5 1.965 1.936 -2.016  -0.269
H24 0.560 -0.283 5.748  0.114
H25 -1.254 2.860 5.116  0.081
H26 -5.733 0.809 0.336  0.115
C11 5.218 3.754 0.654  -0.082
C12 -5.276 1.797 0.369  -0.180
C13 4.927 -4.236 -1.688  -0.084
H27 -5.657 2.279 1.270  0.110
H28 -3.277 3.422 -1.133  0.075
N1 -3.359 0.730 -0.650  0.036
H29 3.067 -5.509 -3.642  0.079
H30 -1.444 1.842 6.558  0.075
C14 -6.462 1.978 -1.650  -0.156
N2 0.973 0.278 2.491  0.064
H31 -4.712 -3.634 3.144  0.051
C15 2.537 4.446 -2.796  -0.525
C16 3.428 -4.480 -3.639  -0.098
H32 -3.428 1.010 -1.618  0.079
C17 -3.027 3.066 -0.133  -0.043
C18 3.543 -3.817 -2.272  -0.526
H33 -0.147 -1.033 3.833  0.143
O6 -1.653 -4.866 -4.082  -0.046
O7 -0.318 1.161 4.713  -0.246
H34 4.669 3.913 1.583  0.061
C19 4.500 4.146 -0.664  -0.273
O8 3.387 3.262 -0.747  -0.123
F3 1.665 5.296 -2.043  0.044
H35 -3.319 3.837 0.581  0.075
H36 1.885 -2.094 2.800  0.087
Hg1 -0.050 -1.175 -0.823  0.801
H37 5.062 -5.303 -1.863  0.061
O9 -2.239 -3.281 1.284  -0.123
H38 1.911 0.644 2.566  0.082
H39 -0.717 -2.783 -6.249  0.057
H40 4.076 5.150 -0.684  0.106
H41 4.997 -4.078 -0.612  0.058


Molecular formula: C19H41FN2O3P
Method: DFT, ωB97M-V with the def2-TZVPD basis set

The largest force on an atom comes out at 6.84 eV/Å. The highest occupied orbital energy is -13.170 eV. Its net charge is +1. For the LUMO energy, the calculation gives -4.44 eV. As for the orbital gap: 8.73 eV.

Each line ends with the Löwdin charge.
CARTESIAN COORDINATES (ANGSTROEM)
H1 0.864 0.788 -6.013  0.065
H2 1.751 -0.593 -3.753  0.107
C1 1.023 -0.458 -2.946  -0.268
O1 -1.777 5.479 -0.166  -0.111
N1 1.281 2.015 4.540  0.210
H3 -2.301 4.259 -1.799  0.136
H4 -1.012 5.958 -0.555  0.106
C2 -0.248 2.061 1.701  -0.237
C3 -0.288 0.109 -3.497  -0.237
H5 -3.977 2.995 2.044  0.144
H6 0.423 1.147 1.964  0.092
C4 1.826 -1.016 3.392  -0.114
C5 3.041 -4.136 1.672  -0.267
C6 0.840 -1.771 -2.198  -0.111
H7 -2.554 -0.307 2.980  0.079
C7 -0.457 3.398 -0.651  -0.158
H8 0.208 -3.274 3.542  0.110
C8 -0.162 -1.118 -5.769  -0.268
O2 -3.884 5.217 3.920  0.120
H9 0.736 -1.676 -5.483  0.101
H10 3.178 -4.781 -0.385  0.074
C9 -3.009 3.380 2.561  -0.116
H11 0.206 -3.671 1.840  0.102
H12 0.451 -2.557 -2.847  0.073
C10 1.092 -1.766 2.288  -0.281
H13 1.800 -2.116 -1.803  0.069
N2 -2.777 0.472 2.340  -0.044
C11 0.063 2.037 4.534  -0.250
C12 -1.884 4.145 -0.733  -0.234
C13 -0.496 1.969 0.098  -0.212
H14 0.408 1.371 -0.320  0.119
H15 -0.089 1.095 -3.930  0.098
H16 -1.909 -0.259 -4.853  0.111
H17 0.132 -1.268 2.104  0.075
H18 -2.659 0.222 1.346  0.065
H19 1.586 -4.159 0.051  0.053
C14 0.234 0.103 -6.587  -0.110
H20 -0.749 -1.788 -6.406  0.109
C15 -3.481 4.023 3.954  -0.320
H21 -2.613 4.232 1.903  0.107
C16 -0.994 -0.772 -4.533  -0.226
H22 0.325 4.075 -0.138  0.126
H23 1.459 0.278 -2.261  0.088
H24 -0.081 3.250 -1.738  0.125
O3 -1.300 1.653 4.377  -0.164
C17 2.435 -4.745 0.416  -0.109
H25 2.812 -1.441 3.586  0.079
H26 1.660 -1.692 1.354  0.098
P1 -1.817 1.912 2.737  1.032
H27 -0.978 0.282 -2.662  0.090
H28 3.419 -3.132 1.448  0.098
H29 -1.422 1.332 -0.161  0.103
C18 0.820 -3.231 2.633  -0.224
H30 -2.639 3.481 -0.163  0.100
H31 3.912 -4.733 1.962  0.110
H32 0.798 -0.201 -7.472  0.075
H33 1.969 0.029 3.104  0.035
H34 2.606 -3.737 3.737  0.104
H35 2.092 -5.766 0.606  0.080
H36 1.252 -1.034 4.323  0.078
F1 -3.529 3.350 5.206  0.049
H37 0.391 2.985 1.960  0.125
H38 0.153 -1.646 -1.355  0.064
H39 -0.652 0.650 -6.922  0.078
H40 -1.323 -1.703 -4.058  0.102
C19 2.069 -4.091 2.851  -0.221
H41 1.746 -5.113 3.084  0.115